Entry 1:
Computed, not measured: 10 unconnected molecules or ions with the total composition C49H122N19O8P5, with ωB97M-V with the def2-TZVPD basis set.

Geometry as XYZ:
```
203
Properties=species:S:1:pos:R:3:forces:R:3:mulliken_charge:R:1
C -1.881 2.792 -5.698 1.9 0.8 1.2 0.21
C -1.241 3.914 -4.884 2.2 1.1 -2.2 -0.47
O -2.259 4.587 -4.210 -1.2 -0.6 0.9 -0.22
C -3.413 3.936 -4.468 -3.7 0.8 2.1 0.71
O -4.512 4.122 -3.880 4.5 -0.6 -2.6 -0.62
O -3.220 3.067 -5.484 -2.2 -0.7 0.2 -0.37
H -1.464 1.927 -5.183 -0.9 -0.9 -0.6 -0.15
H -1.598 2.857 -6.749 -0.3 -0.3 0.1 0.38
H -0.818 4.600 -5.618 0.2 0.4 0.2 0.42
H -0.388 3.590 -4.288 -0.4 0.0 0.6 0.05
C 4.827 -0.313 -3.750 0.4 1.0 -1.2 -0.99
C 3.718 -0.019 -4.840 0.5 -0.2 1.7 1.13
C 4.227 0.129 -6.301 -1.3 -0.1 0.0 -0.29
C 3.217 0.744 -7.239 -1.4 0.4 -0.4 -0.39
N 2.389 1.202 -7.926 1.8 -1.0 1.3 -0.40
H 4.465 -0.167 -2.732 -0.3 -0.2 -0.1 -0.26
H 5.594 0.448 -3.895 0.0 0.4 0.2 0.29
H 5.443 -1.212 -3.802 -0.7 -0.5 -0.3 0.46
H 3.160 0.830 -4.445 0.3 0.7 -0.4 -0.13
H 2.942 -0.772 -4.701 0.1 -0.5 -0.8 -0.66
H 4.390 -0.904 -6.608 0.3 0.1 -0.5 0.28
H 5.133 0.715 -6.459 0.1 -0.1 0.5 0.71
C 0.069 -3.729 4.826 -1.1 -1.2 -0.9 -1.00
C -0.827 -3.947 6.058 2.4 0.3 1.0 -0.44
C -0.396 -5.278 6.857 -1.3 1.5 0.3 -0.48
C 0.959 -5.723 6.698 2.1 -0.7 -0.9 0.30
N 2.048 -6.104 6.578 -1.3 0.5 0.2 -0.44
H -0.255 -2.865 4.244 -0.2 -0.2 -0.1 0.15
H -0.015 -4.658 4.263 0.2 0.3 -0.8 0.38
H 1.134 -3.594 5.016 -0.2 0.0 0.6 0.33
H -1.909 -3.833 5.989 0.2 -0.5 -0.6 0.40
H -0.486 -3.053 6.580 -0.4 -0.2 1.2 0.25
H -1.075 -6.115 6.696 0.0 0.0 -0.4 0.28
H -0.444 -5.095 7.930 -0.4 0.2 0.1 0.29
C -5.539 -3.097 -3.066 -1.0 -0.7 -1.1 -1.23
C -5.810 -3.271 -1.611 1.6 -2.9 -0.3 -0.53
C -5.842 -2.132 -0.720 -0.2 3.7 1.0 0.39
C -6.159 -0.695 -1.335 -1.4 2.2 -0.8 0.16
N -6.449 0.390 -1.753 1.4 -4.9 1.9 -0.52
H -6.529 -3.279 -3.486 0.2 0.6 -1.0 0.31
H -4.916 -3.918 -3.422 0.1 0.1 -0.1 0.36
H -5.092 -2.162 -3.404 -0.2 0.1 0.3 0.31
H -5.007 -3.945 -1.311 0.6 0.4 0.7 0.26
H -6.594 -3.990 -1.375 -0.9 0.5 -0.6 0.49
H -4.883 -1.981 -0.224 0.1 0.1 0.0 -0.40
H -6.562 -2.391 0.057 -0.1 0.9 0.2 0.42
C 4.289 2.654 -1.772 1.9 0.9 -1.4 -2.43
C 2.862 2.641 -1.473 -1.7 -0.5 1.7 3.20
C 2.177 3.954 -1.795 -1.1 0.5 -0.5 -1.55
C 0.696 4.069 -1.449 -1.8 0.8 1.0 0.28
N -0.442 4.258 -1.180 3.8 -0.7 -0.9 -0.63
H 4.949 2.018 -1.183 -0.4 -0.5 -0.2 -0.19
H 4.713 3.641 -1.584 -0.1 0.3 0.0 0.78
H 4.383 2.513 -2.848 0.7 -0.3 -0.1 0.36
H 2.832 2.417 -0.407 -0.8 0.2 0.3 0.02
H 2.301 1.849 -1.969 0.2 -0.3 -0.1 -0.80
H 2.200 4.136 -2.870 -0.1 -0.4 -0.5 0.56
H 2.780 4.804 -1.476 -0.4 0.2 0.8 0.36
O -0.810 -5.306 -4.952 1.2 -0.1 -1.4 -0.89
P 0.438 -5.126 -5.768 -0.1 2.3 -0.1 0.55
N 1.893 -5.383 -4.917 -1.7 0.1 -1.3 0.66
C 2.309 -4.448 -3.887 0.5 0.1 -0.1 -1.11
C 2.178 -6.786 -4.623 0.5 1.1 0.3 -1.16
N 0.582 -3.516 -6.404 0.1 -1.4 2.7 0.36
C 1.762 -3.144 -7.159 -1.1 -0.7 -0.4 -0.97
C -0.321 -2.410 -6.140 -0.9 -0.7 -1.0 -1.21
N 0.559 -6.091 -7.180 1.5 -0.1 1.2 0.07
C 1.862 -6.336 -7.887 -1.1 0.8 -0.1 -1.04
C -0.432 -7.134 -7.297 -0.3 -0.2 -0.2 -1.14
H 3.398 -4.429 -3.851 0.3 0.0 -0.1 0.38
H 1.992 -4.704 -2.876 -0.4 -0.2 0.0 0.39
H 2.001 -3.426 -4.108 -0.2 -0.1 -0.1 -0.02
H 1.777 -7.037 -3.641 0.1 -0.3 0.1 0.25
H 3.268 -6.755 -4.618 0.2 -1.1 0.2 0.40
H 1.764 -7.472 -5.363 0.2 0.2 -0.1 0.35
H 1.880 -2.061 -7.161 0.3 -0.1 0.2 0.27
H 2.620 -3.698 -6.777 0.3 0.3 -0.2 0.31
H 1.469 -3.467 -8.158 1.0 0.2 -0.7 0.27
H -1.235 -2.737 -5.643 0.3 -0.1 0.3 0.31
H 0.093 -1.527 -5.654 0.4 -0.2 0.1 0.36
H -0.658 -2.130 -7.138 -0.2 0.7 -0.1 0.51
H 1.792 -5.917 -8.891 0.0 0.2 -0.1 0.33
H 2.699 -5.841 -7.396 -0.2 -0.2 0.2 0.36
H 2.063 -7.393 -8.061 -0.1 -0.2 0.6 0.39
H -1.115 -6.942 -8.125 -0.3 0.1 0.0 0.31
H -0.982 -7.197 -6.358 -0.2 -0.1 -0.2 0.36
H 0.015 -8.103 -7.519 0.3 -0.1 0.2 0.36
O -6.597 1.910 4.993 0.6 1.0 -0.2 -0.85
P -6.621 3.311 4.500 0.5 1.6 -2.5 0.28
N -8.056 4.154 4.819 0.9 0.1 1.1 0.26
C -8.443 4.372 6.231 0.5 0.7 -0.6 -1.07
C -9.236 3.972 4.071 -0.8 -1.1 -3.2 -1.16
N -6.406 3.473 2.729 -1.0 -2.7 2.5 0.36
C -5.859 2.293 1.999 1.2 1.0 0.5 -1.23
C -6.748 4.647 1.980 0.8 -0.1 0.5 -1.37
N -5.392 4.343 5.149 -0.6 -1.2 2.0 0.43
C -5.044 5.688 4.775 -0.3 -0.5 -2.6 -0.62
C -4.642 3.822 6.275 -0.3 -1.7 -0.1 -1.16
H -8.615 5.447 6.296 -0.1 0.1 0.5 0.33
H -7.675 4.098 6.955 -0.1 -0.2 -0.1 0.31
H -9.392 3.869 6.416 0.2 -0.2 0.3 0.42
H -10.105 4.590 4.298 0.4 0.1 0.6 0.45
H -9.556 2.941 3.917 -0.4 -0.5 1.1 0.39
H -9.076 4.135 3.005 0.4 0.8 -0.2 0.33
H -5.414 1.632 2.742 -0.4 -0.3 -0.1 0.38
H -6.404 1.755 1.223 -1.3 0.0 0.6 0.39
H -5.019 2.590 1.371 0.4 0.7 0.2 0.32
H -7.210 5.338 2.686 0.0 0.3 -0.4 0.42
H -5.772 5.005 1.653 -0.3 0.8 -0.6 0.44
H -7.392 4.436 1.126 -0.1 0.0 0.0 0.30
H -5.715 6.508 5.033 -0.4 -0.2 0.0 0.18
H -4.032 6.045 4.966 0.0 -0.7 0.6 0.15
H -5.013 5.445 3.713 -0.1 1.8 -0.7 0.26
H -4.035 2.989 5.921 0.5 -0.1 0.1 0.27
H -5.339 3.327 6.951 0.2 0.3 0.7 0.34
H -3.970 4.541 6.745 -0.5 0.1 0.0 0.49
O 7.151 -1.602 2.492 -0.4 0.8 0.8 -0.89
P 6.519 -2.524 1.561 -1.6 -1.8 -1.4 0.43
N 5.155 -3.462 2.206 1.8 0.0 0.9 0.27
C 4.127 -2.881 3.100 1.1 0.8 0.2 -1.14
C 4.577 -4.472 1.346 -1.1 0.9 -0.8 -1.05
N 7.579 -3.666 0.914 0.8 -2.1 0.7 0.23
C 7.978 -4.866 1.809 -1.2 1.0 -1.2 -1.07
C 8.557 -3.574 -0.207 -0.2 0.1 0.1 -1.13
N 5.844 -1.838 0.172 0.8 -1.4 2.6 0.76
C 5.612 -2.622 -0.995 0.1 0.1 -0.9 -1.05
C 5.835 -0.441 0.027 -0.4 1.4 -1.4 -1.04
H 3.583 -2.064 2.627 -0.5 -0.2 -0.4 0.33
H 4.523 -2.401 3.995 0.7 -0.1 -0.1 0.36
H 3.461 -3.633 3.524 0.0 -0.2 -0.6 0.45
H 4.072 -3.959 0.527 -0.1 0.0 -0.6 0.08
H 3.707 -4.928 1.818 0.5 -0.5 0.5 0.45
H 5.260 -5.190 0.893 0.1 0.0 0.4 0.32
H 8.638 -5.507 1.224 0.1 0.2 0.1 0.38
H 8.448 -4.615 2.760 0.0 0.3 -0.1 0.28
H 7.061 -5.431 1.972 0.1 0.0 0.4 0.37
H 8.628 -4.503 -0.773 -0.6 -0.4 0.1 0.42
H 8.387 -2.833 -0.987 -0.4 0.4 0.5 0.29
H 9.587 -3.470 0.134 0.0 0.5 0.4 0.41
H 4.644 -2.425 -1.455 -0.3 0.1 0.1 0.04
H 6.343 -2.313 -1.742 0.2 -0.3 -0.4 0.10
H 5.682 -3.693 -0.809 0.2 0.3 0.0 0.52
H 6.009 0.172 0.912 0.0 -0.5 0.2 0.47
H 4.878 -0.175 -0.422 -0.3 0.4 0.2 0.02
H 6.557 -0.149 -0.737 0.4 0.3 -0.1 0.32
O -1.444 -2.507 -0.920 1.3 2.8 0.8 -0.99
P -1.113 -1.037 -0.633 0.3 -0.1 -3.7 -0.06
N 0.469 -0.522 -0.135 0.4 -0.9 0.6 0.71
C 0.724 0.097 1.151 -0.9 0.9 0.3 -1.79
C 1.646 -1.259 -0.658 -1.0 -0.5 -1.2 -0.79
N -2.164 -0.390 0.464 0.7 1.6 -1.1 1.28
C -3.061 0.749 0.283 -1.3 -0.6 -0.7 -0.68
C -2.291 -1.169 1.639 -0.4 0.0 1.3 -1.38
N -1.183 -0.106 -2.119 -1.0 -1.2 2.0 0.73
C -1.576 -0.686 -3.412 1.6 0.4 -0.3 -1.32
C -0.762 1.302 -2.174 -1.1 -0.5 0.2 -1.42
H 0.408 -0.501 2.006 1.0 -0.5 0.2 0.24
H 0.140 0.991 1.369 -0.6 0.1 -0.8 0.43
H 1.716 0.548 1.181 0.4 -0.8 0.2 0.53
H 2.019 -2.136 -0.128 -0.6 -0.1 0.7 0.33
H 2.565 -0.714 -0.873 -0.4 1.0 0.2 0.05
H 1.308 -1.640 -1.622 0.2 -0.2 -0.2 0.12
H -3.043 1.609 0.952 1.0 -0.2 0.4 -0.01
H -3.109 1.137 -0.735 0.6 -0.2 0.0 0.27
H -4.078 0.376 0.405 -0.3 -0.2 0.1 0.17
H -2.828 -2.101 1.461 0.0 -0.2 0.1 0.17
H -1.306 -1.360 2.064 -0.1 -0.4 0.1 0.23
H -2.828 -0.574 2.378 -0.1 -0.1 0.2 0.44
H -2.279 -1.498 -3.598 -0.4 0.1 1.3 0.35
H -1.859 0.159 -4.040 -0.1 -0.1 -0.2 0.28
H -0.635 -1.094 -3.782 -0.1 0.0 -0.7 0.25
H -0.560 1.646 -1.160 0.4 0.1 -0.4 0.01
H -1.562 1.935 -2.559 -0.7 0.0 0.3 0.09
H -0.004 1.561 -2.913 0.9 -0.6 0.3 1.09
O 2.229 3.988 5.851 -1.9 0.2 -1.4 -0.86
P 1.145 4.478 4.911 0.5 -0.2 0.0 0.26
N -0.252 4.924 5.742 1.3 0.9 0.7 0.29
C -0.591 4.375 7.052 -0.8 -1.3 -0.7 -1.10
C -1.349 5.655 5.087 1.9 -0.4 0.0 -0.80
N 0.536 3.314 3.794 0.1 1.0 -0.6 0.50
C -0.127 3.615 2.483 -0.2 0.0 1.2 -1.06
C 0.695 1.907 4.224 1.9 0.9 -0.3 -0.92
N 1.615 5.823 3.948 -1.2 -1.4 0.1 0.38
C 1.777 7.125 4.579 0.5 0.3 -0.1 -1.20
C 2.454 5.545 2.739 -0.2 0.2 1.2 -1.36
H -1.481 3.787 6.829 -0.4 -0.3 0.4 0.37
H -0.904 5.042 7.855 0.4 0.7 -0.2 0.34
H 0.105 3.641 7.458 0.5 0.4 -0.3 0.34
H -1.695 5.143 4.189 -0.7 -0.4 0.3 0.11
H -0.878 6.546 4.672 -0.6 0.6 0.3 0.18
H -2.060 5.812 5.898 -0.3 0.4 -0.7 0.48
H -1.203 3.454 2.553 -0.2 -0.6 0.0 0.26
H -0.117 4.664 2.189 0.7 0.1 0.3 0.45
H 0.291 3.018 1.672 0.0 0.1 0.0 0.24
H 1.776 1.898 4.360 0.1 -0.8 0.7 0.47
H 0.226 1.653 5.175 -0.4 0.0 -0.2 0.26
H 0.570 1.153 3.447 -0.8 0.4 0.0 0.06
H 0.968 7.514 5.197 -0.4 -0.8 0.1 0.36
H 2.662 7.147 5.216 0.3 0.1 0.0 0.32
H 1.867 7.903 3.820 0.3 -0.1 -0.3 0.45
H 1.937 5.838 1.826 0.0 -0.1 0.0 0.32
H 2.729 4.490 2.725 -0.3 0.0 -0.2 0.39
H 3.404 6.073 2.821 0.0 0.2 0.0 0.48
```
Positions in Å, forces in eV/Å.

Spin multiplicity = 2
LUMO (alpha / beta) = 1.75 / 1.74 eV
Electronic energy = -143924.9944 eV
E_HOMO (alpha / beta) = 0.0024 / -0.2410 Ha
Frontier orbital gap (alpha / beta) = 1.687 / 8.294 eV
Total charge = -1

=====

Entry 2:
Computed, not measured: a molecular structure, C15H32MnNO3P2, with ωB97M-V with the def2-TZVPD basis set.

Geometry as XYZ:
```
54
Properties=species:S:1:pos:R:3:forces:R:3:mulliken_charge:R:1
Mn 0.068 0.136 0.135 -0.6 1.6 2.3 0.07
P 1.541 -1.589 0.733 0.3 1.5 0.4 1.00
C 1.478 -2.502 -0.781 -0.4 -1.2 0.0 -1.69
C 0.314 -2.393 -1.584 -0.9 0.5 -0.3 1.35
N -0.522 -1.304 -1.376 -0.2 -0.7 -0.9 0.14
C -1.555 -1.084 -2.208 0.3 -0.2 0.7 0.72
C -1.928 -2.012 -3.174 0.1 -0.4 -0.4 -0.78
C -1.145 -3.149 -3.374 -0.3 0.2 0.1 -0.45
C -0.019 -3.329 -2.592 0.6 0.0 0.2 -0.98
C -2.344 0.198 -2.055 0.0 0.1 0.3 -1.29
P -1.318 1.512 -1.269 0.3 0.0 -0.1 0.96
H 0.640 -4.185 -2.720 -0.2 0.1 -0.1 0.47
H -2.826 -1.819 -3.756 0.2 -0.1 0.0 0.50
H -1.415 -3.872 -4.141 0.1 0.1 0.2 0.44
H -2.698 0.562 -3.031 -0.1 -0.3 0.3 0.51
H -3.211 0.040 -1.391 0.2 0.0 -0.3 0.41
H 2.952 -1.664 -2.384 0.4 0.6 -0.3 0.30
H 2.141 -3.350 -0.958 0.0 0.2 -0.1 0.47
H 3.055 0.510 -2.192 -0.4 1.2 0.5 0.41
O 3.440 -0.917 -2.788 0.0 -1.3 -0.1 -0.60
H 4.104 -1.308 -3.376 -0.2 0.2 0.2 0.28
H 1.361 0.637 -0.754 -0.7 -0.4 0.5 0.56
O 2.722 1.316 -1.690 0.5 0.0 -1.1 -0.58
H 2.430 1.964 -2.358 0.3 -0.4 0.4 0.25
C -0.542 2.291 -2.717 -0.2 0.3 -0.1 -1.38
H -1.314 2.627 -3.422 0.3 0.0 0.1 0.43
H 0.059 3.147 -2.381 -0.2 -0.2 -0.1 0.37
H 0.123 1.572 -3.213 -0.2 0.1 0.2 0.35
C -2.529 2.669 -0.579 -0.1 0.2 -0.1 -1.15
H -1.990 3.542 -0.185 -0.2 -0.2 -0.1 0.40
H -3.252 2.990 -1.344 0.2 0.0 0.3 0.45
H -3.052 2.179 0.255 0.2 0.1 -0.2 0.28
C 0.899 -2.599 2.100 0.1 -0.6 -0.1 -1.10
H 1.566 -3.455 2.267 -0.2 0.1 0.1 0.43
H 0.808 -1.996 3.015 0.1 -0.1 -0.4 0.21
H -0.099 -2.971 1.831 0.3 0.1 0.1 0.38
C 3.274 -1.175 1.066 0.2 -0.4 0.0 -1.23
H 3.339 -0.688 2.048 0.0 -0.2 -0.3 0.40
H 3.876 -2.093 1.058 0.1 0.3 0.1 0.43
H 3.635 -0.478 0.299 -0.2 -0.2 0.2 0.31
C -0.453 0.434 4.258 0.1 -0.1 0.3 -1.60
C -0.812 1.368 3.104 -0.3 0.0 0.4 1.41
C -2.252 1.835 3.312 -0.3 0.1 0.1 -1.58
C 0.111 2.584 3.150 0.1 0.2 0.0 -1.59
O -0.737 0.687 1.897 0.7 -0.8 -2.0 -0.93
H -0.616 0.926 5.226 0.1 -0.1 -0.2 0.43
H 0.598 0.134 4.209 0.0 0.0 0.0 0.30
H -1.069 -0.470 4.231 0.0 0.1 -0.1 0.37
H -2.382 2.323 4.285 0.0 0.0 -0.2 0.42
H -2.546 2.546 2.534 0.1 0.0 0.0 0.28
H -2.936 0.982 3.270 0.1 0.0 0.0 0.37
H 1.162 2.292 3.062 -0.1 0.0 0.0 0.35
H -0.118 3.289 2.343 0.0 -0.1 0.0 0.30
H -0.015 3.110 4.104 0.1 0.0 -0.2 0.43
```
Positions in Å, forces in eV/Å.

Spin multiplicity = 6
LUMO (alpha / beta) = -2.98 / -5.38 eV
Electronic energy = -73597.9691 eV
E_HOMO (alpha / beta) = -0.3819 / -0.4009 Ha
Frontier orbital gap (alpha / beta) = 7.416 / 5.524 eV
Total charge = +1

=====

no.,strongest force on any atom (eV/A)
1,5.42
2,2.85